Here is a molecular structure, C24H17Cl5N4O2Pd in a non-equilibrium geometry from the Open Molecules 2025 dataset. Energies are from ωB97M-V/def2-TZVPD.

Cartesian coordinates (Å):
C (-4.82478, 0.68247, 3.32914)
H (5.38098, 0.14761, 0.04977)
C (-2.38625, -2.99454, -0.68906)
H (3.37934, -1.64033, 3.40085)
C (0.59960, 3.26060, -2.09094)
Cl (-5.82595, 1.71042, 1.03320)
C (-3.81603, 0.06754, 4.07345)
H (5.47596, -0.93717, 2.27293)
C (-0.35023, -1.72152, -2.04637)
C (-0.05673, -2.85897, -1.21656)
H (-0.84730, -4.31625, 0.08967)
C (-1.47254, 3.71939, -1.72021)
C (-4.57555, 0.94774, 1.97435)
H (-3.21337, -3.44000, -0.15253)
C (-1.07775, -3.46721, -0.54037)
H (1.17594, -1.19979, 2.29104)
N (1.87809, 1.26292, -1.74591)
Cl (-6.35016, 1.09444, 4.05919)
Cl (-4.08769, -0.25261, 5.76283)
N (2.31212, -2.63028, -1.59139)
N (-0.58665, 2.71465, -1.68389)
C (-3.37381, 0.61343, 1.37361)
H (0.34271, -1.46926, -2.84278)
C (3.33929, -1.15755, 2.42951)
C (4.51633, -0.77145, 1.79293)
H (3.98372, 1.43422, -1.55884)
H (2.12596, -1.64004, -1.60830)
H (1.10942, -0.10966, 0.08514)
C (0.46072, 4.62984, -2.38327)
Pd (-0.39567, 0.23540, -1.19455)
C (1.81706, 2.50899, -2.02333)
C (2.07038, -0.30552, 0.57170)
Cl (-3.08597, 0.97726, -0.29567)
C (4.46244, -0.15926, 0.54401)
H (3.23795, -2.89985, -1.30727)
N (-1.65021, -1.34357, -2.28389)
C (3.17639, 0.69340, -1.47116)
H (-1.38346, 5.88318, -2.27021)
H (-2.50419, 3.57097, -1.42668)
C (-2.61071, -0.27861, 3.48832)
C (2.11268, -0.91922, 1.81659)
O (-1.20333, -0.34126, 1.59608)
H (-3.61223, -1.57006, -1.70248)
C (-2.60503, -1.94788, -1.55718)
C (-0.88607, 4.92921, -2.15513)
O (1.54724, -4.55574, -0.68280)
C (3.23869, 0.07173, -0.07934)
H (2.74654, 3.07587, -2.17842)
H (3.39715, -0.08784, -2.21209)
C (-2.30014, -0.03465, 2.09997)
C (1.30541, -3.43618, -1.12457)
Cl (-1.35670, -1.04279, 4.41727)
H (1.24642, 5.29778, -2.71633)

Forces on the atoms, in the same order (eV/Å):
0.04 -0.01 -0.05
-0.01 -0.01 0.02
0.00 -0.02 0.01
0.00 0.04 -0.05
0.10 -0.10 0.12
0.06 -0.02 0.04
0.07 0.02 -0.13
-0.04 -0.01 -0.03
-0.23 0.29 0.12
0.12 -0.01 -0.08
0.00 -0.03 0.02
0.11 0.10 -0.15
0.11 -0.09 -0.01
0.00 0.00 0.00
-0.11 -0.10 0.09
0.07 0.07 -0.06
0.05 -0.21 0.25
0.08 -0.01 -0.03
0.01 -0.01 -0.05
-0.15 -0.05 -0.19
-0.06 0.10 0.05
-0.24 0.06 0.09
0.09 -0.03 -0.16
0.00 0.02 -0.09
-0.10 0.03 -0.05
0.06 0.09 -0.02
-0.02 -0.01 0.01
0.15 -0.13 0.37
-0.06 -0.03 -0.03
0.08 -0.19 -1.06
-0.19 0.12 -0.04
0.09 0.08 0.18
-0.22 0.04 0.48
0.00 -0.06 0.04
0.06 -0.02 0.07
0.09 0.06 0.07
-0.12 0.00 0.09
0.02 -0.02 0.01
0.05 -0.06 0.01
-0.12 0.00 0.09
0.02 -0.05 0.07
-0.20 0.04 -0.02
0.01 0.02 -0.02
0.10 0.03 0.06
0.03 -0.22 0.04
-0.06 0.07 -0.07
-0.01 0.08 -0.06
0.05 0.07 0.00
0.00 -0.02 -0.02
0.24 0.03 -0.12
0.08 0.05 0.21
-0.07 0.05 -0.04
-0.03 -0.03 0.03

As for the total energy: -3723.17010 hartree. For the HOMO energy, the calculation gives -1.28 eV. The charge is -2. The LUMO energy is 4.3 eV. Its energy relative to the best compared isomer or geometry (same formula, charge and spin) is 143.8 kJ/mol.

Here is C3H6O2 in the gas phase in a non-equilibrium geometry from the Open Molecules 2025 dataset. Energies are from ωB97M-V/def2-TZVPD.

Cartesian coordinates (Å):
C (0.68493, 0.62373, -0.50740)
H (0.73301, -1.58732, -0.61019)
O (1.14650, 1.61358, 0.25125)
H (-1.64551, -1.12085, -0.43283)
O (-0.95706, 0.85677, -0.30689)
H (0.96173, 0.70828, -1.56316)
H (1.01241, -0.91348, 1.02263)
H (0.04013, 1.62670, 0.61114)
C (0.47549, -0.78103, 0.08054)
H (-1.43189, -0.52088, 1.23490)
C (-1.01973, -0.50548, 0.22001)

Forces on the atoms, in the same order (eV/Å):
-1.89 -0.37 -0.98
-0.03 0.11 0.11
-2.91 0.15 1.54
0.07 0.04 0.14
2.08 -0.79 -0.16
-0.10 -0.13 0.08
-0.03 0.04 -0.15
2.89 0.89 -0.31
0.08 -0.04 0.11
0.08 0.00 -0.17
-0.24 0.09 -0.22

As for the total energy: -268.29411 hartree. The SMILES is O[C@H]1CCO1. For the HOMO energy, the calculation gives -10.35 eV. The LUMO energy is 1.0 eV. Its energy relative to the best compared isomer or geometry (same formula, charge and spin) is 291.7 kJ/mol.

Here is a molecular structure, C40H48AlCl2GeNO8 in a non-equilibrium geometry from the Open Molecules 2025 dataset. Energies are from ωB97M-V/def2-TZVPD.

Cartesian coordinates (Å):
H (-3.04030, 1.53044, 1.34099)
C (-1.61760, -1.22646, 6.93899)
C (-0.24910, -3.14706, -1.59991)
C (-1.44470, -5.12216, -0.92511)
O (0.10810, 1.22704, -3.20751)
H (-3.56750, -0.72256, -1.59211)
O (-1.38540, -1.37236, 0.53019)
C (-1.07470, -2.03526, 2.75719)
H (-1.09550, 2.98944, -4.88791)
C (-0.85220, -3.23596, -2.85321)
C (3.96520, -1.03666, -3.01251)
H (-1.04560, 0.26904, -6.19861)
C (1.87230, 3.78424, -0.73321)
H (-0.05970, 3.80504, 1.18529)
H (3.22780, 1.49464, -0.31431)
C (1.05880, 1.14484, 4.57989)
H (0.64300, 3.29454, -4.74971)
H (0.42230, 2.34134, 2.04339)
H (-1.99550, 0.68044, -4.76131)
H (0.19840, -0.24586, -2.43431)
H (1.58650, -0.36256, -4.76331)
C (-0.64830, -0.53966, 6.24719)
Cl (3.37960, 0.09794, 3.69639)
C (2.54240, -3.33336, -2.38321)
H (1.48960, 3.76164, 2.05279)
C (-1.15290, -0.97426, 1.68489)
H (-3.56640, -0.66686, 0.16759)
H (2.25550, 1.27214, -4.73731)
H (-4.58680, 2.09684, 0.67749)
H (-2.72780, -6.00856, -2.39281)
H (3.38910, 2.47664, 1.14679)
C (-0.55640, -4.10006, -0.64111)
H (-2.17410, -4.32956, -4.11961)
H (-0.90870, -0.70556, -4.73301)
H (4.51950, -0.14206, -3.24851)
C (-2.03450, -5.21086, -2.17361)
H (-0.61160, -2.51366, -3.61891)
H (1.98380, -4.22276, -2.13541)
H (2.65730, 4.37604, -0.27101)
H (4.09610, 2.68314, 4.63659)
C (-2.26470, -2.34056, 4.91549)
O (1.10860, -0.65706, 0.54519)
C (-2.44370, -2.12326, 6.27149)
O (1.58380, -2.80986, 0.72789)
H (-1.68000, -5.84786, -0.16211)
H (4.18230, -4.40156, -3.22961)
N (0.51240, -0.05856, 4.20089)
C (2.26980, 3.54434, 5.36669)
H (-3.48090, 1.49764, -2.91211)
C (-0.10700, 2.62564, -5.17161)
Ge (-0.63220, 2.48284, -2.02831)
C (1.17920, -1.84156, 0.13139)
H (0.02650, 0.12264, 6.76869)
O (-0.02000, -0.77756, -1.61981)
H (-0.02520, 2.63694, -6.25441)
H (-3.10420, 3.03354, 0.41619)
C (3.03640, 2.54974, 4.78009)
C (0.09640, 1.21064, -4.62911)
C (2.43750, 1.36614, 4.38989)
C (2.71320, 1.84644, 0.57609)
C (-1.73050, -4.26426, -3.13861)
H (1.02340, 4.43794, -0.93951)
H (-2.88790, -3.05996, 4.40839)
C (0.78950, 3.18114, 1.45799)
C (1.44250, 0.65704, -5.11301)
H (0.29390, 4.17084, 5.92239)
Cl (-1.42450, 2.09494, 5.16639)
Al (-0.43450, 0.28584, -0.07471)
C (-3.87400, -0.13636, -0.72851)
C (-1.03770, 0.30404, -5.11341)
O (0.52520, 1.79074, -0.47171)
C (-3.51660, 2.02974, 0.49989)
O (-1.80530, 1.10884, -0.90641)
C (-1.28500, -1.67586, 4.19259)
C (3.77680, -3.42886, -2.99541)
H (2.73960, 4.45514, 5.70139)
O (-0.87430, 0.23504, 1.87239)
C (2.00050, -2.08016, -2.09611)
H (-3.38320, 3.02534, -2.01231)
C (-3.22360, 1.24614, -0.78081)
H (-1.77310, -2.82026, 2.45949)
C (0.90170, 3.38134, 5.51109)
C (2.73120, -0.93196, -2.39881)
H (5.45900, -2.36296, -3.78621)
H (-0.09580, -4.05296, 0.33119)
C (-0.47770, -0.73136, 4.86319)
C (0.68730, -1.97766, -1.37981)
C (-3.76900, 2.00564, -1.99301)
H (-4.95600, -0.04076, -0.72561)
C (4.49130, -2.28296, -3.31461)
C (1.46390, 2.63884, 0.19659)
H (2.43030, 0.99114, 1.17779)
C (0.29450, 2.20484, 5.10649)
H (-0.06390, -2.44836, 2.62079)
H (2.24830, 3.38444, -1.67531)
H (2.33830, 0.04194, -2.14291)
H (-1.72620, -1.08016, 8.00299)
H (0.88370, -0.46336, 3.34779)
H (1.48090, 0.65924, -6.19851)
H (-3.19770, -2.67546, 6.81009)
H (-4.85310, 2.05304, -1.94441)

Forces on the atoms, in the same order (eV/Å):
-0.04 -0.01 0.15
0.35 0.34 0.09
-0.12 0.03 -0.40
-0.11 -0.01 -0.12
-0.12 0.07 1.19
0.00 -0.10 -0.08
-0.18 0.11 -0.46
-0.10 -0.02 -0.06
-0.08 0.12 -0.08
0.15 -0.20 0.21
0.14 -0.10 0.00
-0.06 -0.04 -0.14
-0.35 -0.26 0.08
-0.10 0.11 0.05
0.07 -0.11 -0.07
0.38 0.58 0.30
0.08 0.09 -0.06
-0.04 -0.03 0.18
-0.15 0.04 -0.01
0.00 0.01 0.01
0.04 -0.08 0.02
-0.14 -0.03 0.53
-0.03 0.07 0.09
-0.22 0.27 -0.06
0.06 0.11 0.08
-0.68 -1.00 0.93
-0.06 -0.08 0.01
0.14 0.07 0.06
-0.10 0.03 0.02
-0.05 -0.08 -0.04
0.11 0.15 0.04
0.06 0.04 0.12
-0.08 -0.01 -0.12
0.02 -0.12 0.02
0.10 0.12 -0.05
-0.04 -0.02 0.03
0.03 0.10 -0.07
-0.03 -0.09 0.02
0.06 0.06 0.04
0.12 -0.05 -0.01
0.19 0.13 -0.29
-0.10 1.90 1.03
0.03 -0.01 -0.06
0.48 -0.33 0.60
-0.01 -0.12 0.08
0.05 -0.08 0.00
-0.61 -0.64 0.26
-0.07 -0.16 -0.08
-0.02 -0.05 -0.13
-0.02 -0.23 0.34
0.06 -0.54 0.24
-0.41 -1.50 -1.73
0.03 0.05 0.05
-0.27 0.71 -0.70
-0.02 0.04 -0.10
0.01 0.15 0.05
-0.05 -0.16 -0.09
-0.01 0.09 -0.93
0.07 -0.11 -0.04
-0.42 -0.02 -0.08
-0.06 0.01 -0.10
0.04 0.11 -0.02
-0.06 -0.06 -0.11
-0.01 -0.20 -0.37
-0.37 0.13 0.25
-0.08 0.06 0.02
-0.09 0.33 -0.06
0.62 -0.94 0.22
0.33 0.17 0.05
0.23 0.22 0.23
-0.67 0.14 -1.06
0.23 -0.19 -0.25
0.76 0.64 -0.76
-0.28 -0.39 -0.35
0.11 0.03 -0.02
0.04 0.11 0.00
0.12 1.10 0.10
0.27 0.07 -0.73
-0.05 0.07 -0.05
-0.86 0.03 0.06
0.17 0.02 0.06
-0.11 -0.12 -0.05
-0.20 -0.23 0.18
0.07 0.00 -0.07
0.03 -0.02 0.00
0.46 0.14 -0.03
0.55 -0.77 1.83
0.35 -0.08 0.24
-0.12 0.04 -0.02
-0.01 0.03 0.03
0.69 0.54 0.41
0.12 -0.12 0.02
-0.04 -0.01 0.03
0.03 -0.10 -0.08
0.08 -0.01 -0.07
-0.06 0.11 -0.03
0.04 0.02 0.05
0.00 -0.05 -0.29
-0.02 0.00 -0.14
-0.09 -0.02 0.05
-0.09 0.01 -0.01

As for the total energy: -5449.54956 hartree. Its multiplicity is 2. For the HOMO energy (alpha / beta), the calculation gives -10.61 / -10.61 eV. The charge is +1. As for the expectation value of S²: 0.786. The LUMO energy (alpha / beta) is -2.5 / -6.2 eV. Its energy relative to the best compared isomer or geometry (same formula, charge and spin) is 71.1 kJ/mol.